Record 1
A structure of composition C12H24FHfO12, computed with ωB97M-V/def2-TZVPD.

LUMO (eV): -15.424
Energy above the lowest of the compared OMol25 structures with the same formula, charge and spin (kJ/mol): 1966.6
Gap between HOMO and LUMO (eV): 1.2
E_HOMO (eV): -16.635
Net charge: +3

Structure (XYZ):
```
50
Properties=species:S:1:pos:R:3:forces:R:3:lowdin_charge:R:1
Hf 4.332000 0.432280 -2.787025 -1.0 0.1 1.0 1.610
F 1.454450 0.726300 0.021115 1.1 -0.1 -1.0 -0.470
C -6.822560 -0.786240 6.963085 0.1 -0.5 0.5 0.047
O -5.507600 -0.093290 7.072775 -0.8 -0.2 -1.6 0.076
C -4.667480 -0.033390 5.996735 0.0 -1.2 1.5 -0.472
O -4.672110 -0.784060 5.042245 -0.3 1.3 0.7 0.233
O -3.708440 0.888570 6.308325 -1.5 -0.1 -0.6 0.083
C -2.614180 0.997150 5.411775 -0.1 -1.0 -1.2 0.009
H -7.539470 -0.267480 6.326665 0.4 0.6 -0.1 0.119
H -7.253590 -0.863090 7.961285 0.4 0.7 0.2 0.111
H -6.843330 -1.824750 6.632675 1.1 0.0 -0.5 0.107
H -2.307740 2.008230 5.143615 0.0 0.1 1.1 0.119
H -2.849920 0.544010 4.448865 -0.2 -0.2 0.1 0.100
H -1.892040 0.317750 5.864585 0.9 0.4 0.0 0.134
C -1.097180 3.169340 -7.191985 1.8 -0.9 -1.0 -0.014
O -1.372520 4.122250 -6.200855 -1.0 0.5 0.6 0.073
C -0.649600 4.117250 -5.076025 0.8 -0.6 0.9 -0.462
O 0.358670 3.422390 -4.911475 -2.1 1.8 0.4 0.103
O -1.269600 4.989970 -4.154195 0.7 -2.3 -2.5 0.023
C -0.732190 5.028070 -2.833125 0.0 0.5 -1.1 -0.002
H -1.228210 3.501890 -8.221715 -0.2 1.1 0.3 0.120
H -1.666490 2.240860 -7.235625 -0.7 0.0 1.1 0.121
H -0.062420 2.848640 -7.071485 0.1 0.0 -0.1 0.097
H 0.320620 5.248640 -3.009315 0.2 0.1 0.8 0.108
H -0.861540 4.080210 -2.310695 0.0 -0.1 0.0 0.113
H -1.331340 5.830210 -2.402205 0.5 -0.1 0.4 0.117
C -1.572670 -3.849010 -2.504785 -0.9 1.0 1.5 -0.034
O -1.702950 -4.189900 -3.868455 1.7 -0.3 -2.1 0.002
C -0.728020 -3.785850 -4.740445 1.0 0.4 0.7 -0.439
O 0.134920 -2.918730 -4.500075 -2.4 -2.2 -0.6 0.137
O -0.708690 -4.460020 -5.933185 2.2 2.6 1.3 0.057
C -1.586970 -5.425960 -6.329845 -2.3 -0.7 0.7 -0.019
H -0.585830 -3.925640 -2.048315 0.1 -0.2 -0.6 0.107
H -2.284780 -4.435430 -1.924155 0.2 -0.6 -0.4 0.109
H -1.966750 -2.845500 -2.344215 0.4 0.3 -0.2 0.105
H -1.830920 -5.385460 -7.391425 0.4 0.3 0.1 0.124
H -2.456420 -5.249080 -5.696695 -0.7 -0.7 -0.3 0.114
H -1.215730 -6.421980 -6.088535 0.3 -0.2 0.1 0.133
C 5.525900 2.474360 4.152075 0.5 -0.5 -1.0 0.003
O 6.157020 1.214900 4.456225 1.0 -1.2 -1.6 0.033
C 6.551220 0.340550 3.413765 -1.5 -0.3 -0.5 -0.464
O 6.269900 0.405380 2.208105 0.5 0.7 2.6 0.130
O 7.133520 -0.699040 3.988005 -0.4 0.9 1.5 0.042
C 7.289820 -1.985480 3.412825 0.1 -0.3 -1.3 0.000
H 6.072010 2.949090 3.336925 0.0 0.1 0.0 0.104
H 5.506160 3.121970 5.028615 0.1 -0.5 0.1 0.114
H 4.524930 2.244380 3.787035 -0.3 0.2 0.1 0.110
H 6.359090 -2.545430 3.321695 -0.5 0.5 -0.1 0.110
H 7.869660 -2.652890 4.050335 0.4 0.8 0.2 0.115
H 7.729400 -1.836960 2.426515 0.1 -0.4 0.0 0.103
```
Forces are in eV/Å.

Record 2
A structure of composition C12H24InO12, computed with ωB97M-V/def2-TZVPD.

LUMO (eV): -16.694
Energy above the lowest of the compared OMol25 structures with the same formula, charge and spin (kJ/mol): 0.0
Gap between HOMO and LUMO (eV): 3.3
E_HOMO (eV): -19.990
Net charge: +3

Structure (XYZ):
```
49
Properties=species:S:1:pos:R:3:forces:R:3:lowdin_charge:R:1
In 0.423617 0.009555 -1.326488 -1.3 0.0 2.3 1.619
C 5.068414 2.404209 -1.027618 0.2 1.0 -0.6 0.049
O 5.229714 1.084682 -0.449595 -0.7 1.0 0.3 0.085
C 4.191176 0.352574 -0.236056 1.8 -2.2 -0.5 -0.593
O 3.019572 0.638627 -0.518622 -2.2 1.3 -0.2 0.029
O 4.463703 -0.839701 0.208346 -0.8 0.2 0.3 0.060
C 5.754938 -1.457165 -0.041019 0.4 -0.1 -0.7 0.061
H 4.935001 3.220638 -0.315651 0.0 -0.6 0.6 0.118
H 4.218054 2.441009 -1.702124 0.2 -0.3 -0.2 0.099
H 6.007417 2.606993 -1.532485 -0.1 -0.2 -0.2 0.121
H 6.608214 -0.802714 0.107066 -0.2 0.2 0.4 0.114
H 5.734271 -1.720856 -1.106403 0.1 -0.3 0.3 0.126
H 5.779111 -2.328804 0.599776 0.0 -0.1 0.0 0.119
C -4.193798 -0.836594 0.296689 0.0 0.0 0.3 0.056
O -3.861048 -2.096899 -0.324811 -0.2 0.3 0.3 0.098
C -2.632896 -2.394450 -0.591413 -0.7 -0.7 -0.5 -0.591
O -1.662942 -1.643710 -0.377758 1.3 1.4 0.0 0.013
O -2.580160 -3.583194 -1.085632 0.6 -0.4 0.0 0.099
C -1.308107 -4.165213 -1.445990 -0.2 -0.7 -0.5 0.039
H -4.152638 -0.047021 -0.446812 0.0 0.1 0.0 0.090
H -3.527679 -0.669592 1.140086 0.1 0.2 -0.1 0.098
H -5.201236 -0.945602 0.681856 -0.1 -0.1 -0.2 0.126
H -0.689273 -3.395823 -1.896541 0.2 -0.2 -0.1 0.080
H -1.567861 -4.952888 -2.149917 0.0 0.3 -0.3 0.122
H -0.819764 -4.709917 -0.635770 -0.2 0.6 0.4 0.121
C -2.832115 3.103173 0.543612 1.4 0.9 2.1 -0.009
O -3.475125 2.744475 -0.643302 -0.2 -0.1 -0.2 0.097
C -2.894303 2.010331 -1.545912 -1.4 0.5 0.1 -0.609
O -1.784402 1.503394 -1.376899 2.4 -1.1 0.5 0.006
O -3.706400 1.880279 -2.531750 0.2 -0.5 -0.7 0.096
C -3.469879 0.816927 -3.462448 -0.3 -0.5 -1.1 0.023
H -3.097976 4.130928 0.810260 -0.1 -0.2 -0.4 0.126
H -1.741967 3.048498 0.475587 -0.2 0.1 -0.4 0.094
H -3.084913 2.497870 1.425489 -0.5 -0.2 -0.6 0.114
H -3.162483 -0.096128 -2.954045 0.1 0.1 0.1 0.088
H -2.787438 1.098588 -4.265617 0.3 0.2 0.4 0.116
H -4.410955 0.613213 -3.968327 -0.2 0.2 0.3 0.123
C 2.009150 1.962265 2.663298 0.4 -0.2 0.6 0.047
O 1.325709 0.842614 3.255327 -0.5 0.2 -0.4 0.098
C 0.532602 0.069191 2.557941 1.3 -0.9 1.2 -0.556
O 0.183242 0.308424 1.396559 -0.4 0.6 -1.9 0.047
O 0.246947 -0.974064 3.278398 0.0 0.1 -0.4 0.091
C -0.708844 -1.915251 2.794973 -1.2 -0.2 -0.6 0.014
H 2.864016 2.066103 3.333274 0.0 0.3 -0.2 0.127
H 1.389082 2.857396 2.740112 0.0 -0.1 -0.2 0.127
H 2.327320 1.721785 1.651387 -0.2 0.2 -0.1 0.075
H -0.449954 -2.383767 1.844295 0.6 0.1 0.2 0.089
H -1.658457 -1.405305 2.596117 0.1 0.0 0.3 0.099
H -0.848658 -2.669081 3.558557 0.2 0.1 0.2 0.122
```
Forces are in eV/Å.

Record 3
A structure of composition C12H24MnN5O3S, computed with ωB97M-V/def2-TZVPD.

LUMO (spin up / spin down) (eV): -3.595 / -3.739
Energy above the lowest of the compared OMol25 structures with the same formula, charge and spin (kJ/mol): 127.2
Gap between HOMO and LUMO (spin up / spin down) (eV): 6.5 / 6.4
Spin multiplicity: 6
E_HOMO (spin up / spin down) (eV): -10.111 / -10.111
Net charge: +1

Structure (XYZ):
```
46
Properties=species:S:1:pos:R:3:forces:R:3:lowdin_spin:R:1
Mn -0.006139 -0.469103 0.656627 0.9 0.3 -0.2 4.696
N 0.980788 -2.435298 0.021103 -0.2 0.1 0.0 0.034
C 2.340023 -2.175195 -0.513468 -0.1 0.1 0.0 0.004
C 3.085023 -1.231172 0.408970 -0.1 0.0 0.0 0.003
N 2.328717 0.016966 0.597623 -0.1 0.2 -0.1 0.038
C 2.564421 0.957350 -0.523154 0.0 0.0 0.0 0.002
C 1.320605 1.747508 -0.873036 -0.1 -0.1 -0.1 0.006
N 0.232906 0.804098 -1.211436 0.2 0.1 0.2 0.038
C 2.626959 0.663296 1.883182 0.0 -0.1 0.0 0.004
C 2.167850 -0.170649 3.068327 0.0 0.1 0.0 0.003
N 0.752675 -0.590024 2.915334 0.0 -0.1 -0.2 0.037
H 0.440676 -2.944655 -0.673120 0.0 0.0 0.0 0.003
H 1.049096 -3.054876 0.823630 0.0 -0.1 0.0 0.003
H 2.908489 -3.096867 -0.623361 0.0 -0.1 -0.1 0.001
H 2.232373 -1.734749 -1.504352 0.0 0.0 0.0 0.000
H 3.214951 -1.722338 1.372286 0.0 0.0 0.0 0.000
H 4.083023 -1.031650 0.009671 0.1 0.0 0.0 0.001
H 3.384851 1.642155 -0.292655 0.1 0.0 0.0 0.001
H 2.862993 0.381017 -1.400795 0.0 0.0 0.0 0.000
H 0.991005 2.352730 -0.026024 0.0 0.0 0.0 0.001
H 1.554011 2.425973 -1.693415 0.0 0.1 0.0 0.001
H -0.627920 1.306192 -1.420406 -0.1 -0.1 0.0 0.002
H 0.470117 0.302797 -2.062907 -0.1 0.0 -0.1 0.003
H 3.697206 0.872498 1.991288 0.0 0.0 0.0 0.001
H 2.102782 1.622341 1.896585 0.0 0.0 0.0 0.001
H 2.787071 -1.055975 3.186184 0.0 0.0 0.0 0.000
H 2.309939 0.423661 3.969598 0.0 0.0 0.1 0.001
H 0.617867 -1.507702 3.325207 0.0 0.0 0.1 0.002
H 0.163489 0.035684 3.451041 -0.1 0.0 0.0 0.001
N -1.492096 0.983291 1.592677 0.1 -0.2 0.0 0.039
C -2.333737 0.766819 0.426549 -0.2 -0.2 0.5 0.014
C -2.394158 -0.542756 -0.046789 0.0 -0.1 0.1 0.022
C -3.056735 -0.839278 -1.229674 0.0 0.1 0.1 0.007
C -3.648806 0.194744 -1.932343 0.0 0.1 -0.2 0.004
C -3.623855 1.499553 -1.440734 0.1 -0.2 0.1 0.011
C -2.973456 1.789386 -0.245492 0.1 0.2 -0.3 0.002
S -4.363100 -0.118852 -3.565675 -0.1 0.0 -0.1 0.000
O -4.182999 -1.547891 -3.730341 0.1 0.0 0.1 0.000
O -5.725782 0.339519 -3.424486 0.1 0.0 0.0 0.001
O -3.509308 0.712152 -4.395479 0.1 0.0 0.1 0.001
H -1.314588 1.963046 1.779803 -0.1 0.1 -0.1 0.002
H -1.902721 0.592411 2.435261 -0.2 0.1 0.0 0.003
H -1.966082 -1.368090 0.544800 -0.3 -0.1 0.1 0.008
H -3.119339 -1.844146 -1.632969 0.0 0.1 0.0 0.000
H -4.105918 2.278151 -2.020262 0.0 0.0 0.0 0.000
H -2.923167 2.807927 0.126628 -0.1 0.0 0.0 0.000
```
Forces are in eV/Å.

Record 4
The ion C12H24N5OS with charge +1, computed with ωB97M-V/def2-TZVPD.

LUMO (eV): -3.308
Energy above the lowest of the compared OMol25 structures with the same formula, charge and spin (kJ/mol): 0.0
Gap between HOMO and LUMO (eV): 9.4
E_HOMO (eV): -12.715
Net charge: +1

Structure (XYZ):
```
43
Properties=species:S:1:pos:R:3:forces:R:3:lowdin_charge:R:1
C 1.909751 2.343843 0.983577 0.1 0.0 -0.7 -0.101
C 0.794494 2.850910 0.053202 -0.1 -0.2 0.8 -0.234
C -0.557373 2.133974 0.273517 0.4 0.0 -1.2 -0.205
C -1.111906 1.656901 -1.085459 -0.4 0.7 0.3 -0.199
C -2.639964 1.422842 -1.110805 0.6 -0.4 -0.6 -0.160
C -3.113821 -0.044068 -1.134194 0.0 0.9 0.6 -0.107
C -2.341358 -1.015746 -0.284286 -1.1 -1.4 -0.3 -0.317
N -1.077940 -1.500526 -0.918646 0.0 0.7 0.6 0.144
C -0.276558 -1.981820 0.086997 -0.5 -0.4 0.0 -0.294
N 1.013247 -1.845124 0.042717 -0.1 -0.3 -0.4 0.133
N 1.653530 -1.244390 -1.043462 0.0 0.0 0.4 0.009
C 3.051294 -0.873212 -0.751536 0.1 0.2 -0.7 -0.229
C 4.047417 -1.835511 -1.387229 -0.2 -0.3 0.3 -0.069
N -0.904894 -2.588730 1.171854 1.4 1.1 0.0 0.166
C -1.702971 -1.550625 1.876228 -0.1 0.0 1.2 -0.343
N -0.886042 -1.020886 2.977941 -0.7 1.3 -0.2 0.090
C -1.240682 0.076395 3.446209 0.2 -1.3 -0.6 -0.758
S -1.735786 1.421982 4.002542 0.2 0.1 0.2 0.875
O -2.056817 -0.529169 1.001356 0.4 0.1 -0.4 -0.015
H 1.724639 1.313168 1.284183 -0.1 -0.1 0.2 0.047
H 2.847052 2.329149 0.429332 0.2 0.1 0.2 0.061
H 2.049786 2.966579 1.858897 -0.1 0.0 0.2 0.072
H 0.661321 3.917126 0.218326 0.0 0.1 -0.1 0.107
H 1.106027 2.730834 -0.980334 0.0 -0.1 -0.2 0.095
H -0.398869 1.289556 0.934772 -0.3 0.0 0.3 0.064
H -1.297972 2.827008 0.659235 0.0 0.0 0.5 0.106
H -0.922014 2.488936 -1.760854 0.0 0.0 -0.2 0.106
H -0.543699 0.816540 -1.472375 0.0 -0.1 0.0 0.091
H -3.121205 1.978425 -0.311760 0.0 -0.1 0.2 0.111
H -3.001180 1.868331 -2.034371 -0.2 0.0 0.0 0.109
H -4.131708 -0.069335 -0.749719 -0.2 -0.1 0.0 0.125
H -3.178713 -0.411864 -2.154597 0.2 -0.2 -0.1 0.125
H -2.977192 -1.902803 -0.152488 -0.1 0.0 0.0 0.159
H -1.304054 -2.208388 -1.609967 0.3 0.1 -0.3 0.168
H 1.571769 -2.167476 0.825801 0.1 0.0 0.0 0.181
H 1.584595 -1.849227 -1.850664 0.1 -0.1 0.0 0.130
H 3.196417 0.128180 -1.145765 -0.1 0.1 -0.1 0.109
H 3.188306 -0.779190 0.322136 -0.1 -0.1 0.2 0.112
H 3.669295 -2.231718 -2.328122 -0.1 0.1 -0.2 0.075
H 4.997726 -1.365905 -1.608494 0.2 0.1 0.2 0.082
H 4.201015 -2.692416 -0.734835 0.2 -0.1 0.0 0.077
H -0.166812 -2.844476 1.825116 -0.4 -0.4 0.3 0.134
H -2.578156 -2.008057 2.336020 -0.2 -0.2 -0.3 0.168
```
Forces are in eV/Å.

Record 5
A structure of composition C12H24NO2Rb, computed with ωB97M-V/def2-TZVPD.

LUMO (spin up / spin down) (eV): -2.958 / -3.374
Gap between HOMO and LUMO (spin up / spin down) (eV): 8.9 / 9.5
Spin multiplicity: 2
E_HOMO (spin up / spin down) (eV): -11.870 / -12.891
Net charge: +1

Structure (XYZ):
```
40
Properties=species:S:1:pos:R:3:forces:R:3:lowdin_spin:R:1
Rb -2.008074 -1.482052 1.543275 0.1 0.0 0.0 -0.001
C 3.489307 -0.915271 -0.916022 -0.9 0.8 -0.5 0.023
C 3.164532 -0.012366 0.337380 1.1 -1.8 0.2 0.026
C 3.910894 1.293118 0.347162 0.7 1.5 -1.1 0.001
C 3.302626 2.479696 -0.422137 0.5 -0.7 0.5 0.000
C 1.912621 2.681999 0.112972 -1.1 -0.3 -1.1 0.005
C 1.024501 1.402827 -0.163343 -0.3 0.5 0.0 0.022
N 1.729908 0.273357 0.520622 -3.6 -4.7 0.8 0.416
O 0.899726 -0.892850 0.865485 3.0 4.6 -1.4 0.475
C 0.857030 1.195297 -1.708631 0.5 0.2 0.5 0.021
C -0.406671 1.612993 0.398439 0.1 0.2 0.3 0.000
C 3.790937 -0.816762 1.512057 -0.9 0.2 0.5 0.006
H 4.534769 -1.199733 -1.035133 0.1 0.3 0.6 0.002
H 3.244794 -0.395975 -1.842648 -0.1 0.0 -0.1 0.000
H 2.914025 -1.841017 -0.903904 -0.1 0.1 0.2 0.001
H 4.882253 1.124791 -0.117856 0.2 -0.2 0.4 0.000
H 4.050266 1.655944 1.365513 0.1 -0.3 0.1 0.000
H 3.366055 2.301777 -1.495645 -0.3 0.0 0.0 0.000
H 3.928168 3.355219 -0.248208 -0.1 0.1 0.1 0.000
H 1.451300 3.524312 -0.402580 -0.3 0.0 0.0 0.000
H 1.927701 2.936049 1.172842 0.0 -0.2 0.1 0.001
H 0.298141 2.031344 -2.129073 0.0 0.2 0.2 0.002
H 0.293692 0.303569 -1.983541 0.2 -0.2 0.3 0.001
H 1.827977 1.196174 -2.203968 -0.2 -0.2 0.0 0.000
H -0.837427 2.531696 0.000275 0.3 0.1 -0.2 0.000
H -0.466495 1.744403 1.478826 0.4 -0.2 0.1 0.000
H -1.132370 0.849174 0.119066 0.3 -0.3 -0.2 -0.001
H 4.829858 -1.042931 1.272096 -0.1 0.2 0.0 0.000
H 3.285731 -1.749288 1.763580 -0.1 0.0 -0.4 -0.001
H 3.753118 -0.214702 2.419906 0.1 0.0 0.1 0.000
C -5.995019 -3.610834 -0.073938 0.9 0.2 -0.2 0.000
C -5.852498 -2.156615 0.314616 -1.1 -0.4 1.1 0.000
O -4.941376 -1.806584 1.052666 0.0 0.2 -0.7 0.000
C -7.024080 -1.280478 -0.063550 0.5 0.7 -0.2 0.000
H -4.974615 -3.993993 -0.066589 -0.1 -0.4 -0.2 0.000
H -6.483057 -3.756196 -1.037671 0.1 0.0 0.1 0.000
H -6.542559 -4.172637 0.682819 -0.2 0.2 0.1 0.000
H -7.281803 -1.430754 -1.111930 -0.2 -0.1 0.1 0.000
H -6.836955 -0.216789 0.083585 0.3 -0.1 0.1 0.000
H -7.886927 -1.505910 0.563181 0.0 -0.4 0.0 0.000
```
Forces are in eV/Å.

DFT total energy for the records above, in order: -1520.6328, -1563.3879, -2520.1442, -1218.5434, -700.6963 Eh
Maximum force for the records above, in order: 3.71, 2.86, 0.97, 1.76, 5.92 eV Å⁻¹